Here is 2 unconnected molecules or ions with the total composition H5N3 in a non-equilibrium geometry from the OMol25 dataset. Energies are from ωB97M-V/def2-TZVPD.

Computed properties:
**HOMO level**: -7.83 eV
**HOMO-LUMO gap**: 8.7962 eV
**Relative energy (zero: lowest compared OMol25 entry of this formula, charge and spin)**: 0.9945 eV
**Total energy**: -4548.518 eV
**Spin multiplicity**: 1

```
8
Properties=species:S:1:pos:R:3:mulliken_charge:R:1
N -1.70 -0.43 -0.06 -0.026
N 1.54 0.31 0.07 -0.612
N -2.15 0.66 0.13 -0.485
H -0.67 -0.47 -0.56 0.278
H -2.00 -1.42 0.28 0.234
H 0.99 1.06 0.37 0.223
H 1.72 0.26 -0.91 0.213
H 2.26 0.03 0.68 0.175
```


Here is 2 unconnected molecules or ions with the total composition H5NO in a non-equilibrium geometry from the OMol25 dataset. Energies are from ωB97M-V/def2-TZVPD.

Computed properties:
**HOMO level**: -10.59 eV
**HOMO-LUMO gap**: 11.4237 eV
**Relative energy (zero: lowest compared OMol25 entry of this formula, charge and spin)**: 0.3204 eV
**Total energy**: -3618.600 eV
**Spin multiplicity**: 1

```
7
Properties=species:S:1:pos:R:3:mulliken_charge:R:1
N -1.05 -0.11 -0.15 -0.718
H -1.09 0.88 -0.02 0.223
H -1.96 -0.31 -0.71 0.245
H -1.18 -0.58 0.73 0.253
O 2.01 -0.18 -0.19 -0.650
H 2.12 0.70 0.16 0.301
H 1.15 -0.40 0.18 0.346
```


Here is 2 unconnected molecules or ions with the total composition H5NO in a non-equilibrium geometry from the OMol25 dataset. Energies are from ωB97M-V/def2-TZVPD.

Computed properties:
**HOMO level**: -9.74 eV
**HOMO-LUMO gap**: 10.4814 eV
**Relative energy (zero: lowest compared OMol25 entry of this formula, charge and spin)**: 0.4055 eV
**Total energy**: -3618.515 eV
**Spin multiplicity**: 1

```
7
Properties=species:S:1:pos:R:3:mulliken_charge:R:1
N 0.87 0.23 -1.16 -0.683
H 1.64 0.81 -1.01 0.209
H 0.06 0.83 -1.06 0.257
H 0.78 -0.41 -0.39 0.264
O -0.86 -0.30 0.94 -0.658
H -1.60 -0.24 1.56 0.306
H -0.14 -0.22 1.52 0.305
```


Here is 2 unconnected molecules or ions with the total composition H5NO in a non-equilibrium geometry from the OMol25 dataset. Energies are from ωB97M-V/def2-TZVPD.

Computed properties:
**HOMO level**: -10.36 eV
**HOMO-LUMO gap**: 11.3926 eV
**Relative energy (zero: lowest compared OMol25 entry of this formula, charge and spin)**: 0.1504 eV
**Total energy**: -3618.770 eV
**Spin multiplicity**: 1

```
7
Properties=species:S:1:pos:R:3:mulliken_charge:R:1
N 0.06 -1.16 0.07 -0.674
H 1.03 -1.21 -0.27 0.209
H -0.48 -0.70 -0.68 0.269
H -0.28 -2.12 0.15 0.223
O -0.28 1.89 -0.08 -0.686
H 0.62 2.06 0.27 0.321
H -0.67 1.24 0.55 0.338
```


Q: Among the records above, which one has the highest relative energy (zero: lowest compared OMol25 entry of this formula, charge and spin)?
A: H5N3